No. 1
Formula: C39H31AsBrN2O2PPdS2
Source: the Open Molecules 2025 dataset
Level of theory: wB97M-V/def2-TZVPD

Each line ends with the Löwdin charge.
Cartesian coordinates (Å):
Pd: -0.35804 0.46501 -0.31770  0.3862
S: 1.94848 -0.74988 -0.05022  0.4228
C: 1.51188 -0.58241 1.58332  -1.1715
N: 0.30284 -0.48064 2.05509  -0.0312
C: 0.26086 -0.30507 3.42052  -0.3200
C: -0.89626 -0.10929 4.17788  -0.0239
C: -0.79365 0.05014 5.55160  -0.1202
C: 0.44761 0.02074 6.19161  -0.1396
C: 1.61140 -0.15701 5.45197  -0.1297
C: 1.51175 -0.31651 4.07567  -0.5114
S: 2.76278 -0.51392 2.88733  0.9184
H: -1.84433 -0.04888 3.65616  0.0832
H: -1.69205 0.21249 6.13707  0.0860
H: 0.50629 0.15370 7.26601  0.0800
H: 2.58035 -0.16203 5.93905  0.0899
C: -3.16114 -1.81156 0.32461  -0.4099
C: -4.01872 -2.26961 -0.86034  -0.4130
As: -5.82854 -1.51308 -1.03551  1.3408
C: -6.76801 -2.46078 0.39886  -0.4045
C: -6.19562 -3.43149 1.21493  -0.1026
C: -6.92335 -4.01123 2.24879  -0.0924
C: -8.24062 -3.63489 2.47279  -0.1104
C: -8.82752 -2.67448 1.65780  -0.1025
C: -8.09063 -2.08811 0.63843  -0.1375
C: -6.31668 -2.72932 -2.51419  -0.3882
C: -7.16809 -3.82620 -2.41160  -0.1070
C: -7.46939 -4.60118 -3.52756  -0.1092
C: -6.91836 -4.29290 -4.76284  -0.1202
C: -6.06066 -3.20518 -4.87730  -0.1029
C: -5.77101 -2.42857 -3.76426  -0.1281
P: -2.73822 0.00154 0.61551  1.0302
C: -4.49361 0.53006 0.99254  -0.3969
C: -5.28645 1.42794 0.27667  -0.1461
C: -6.52443 1.84046 0.75469  -0.1100
C: -7.01470 1.35548 1.95996  -0.1244
C: -6.24640 0.45318 2.68612  -0.1128
C: -5.00199 0.06371 2.21225  -0.1345
C: -2.34724 0.53416 -1.09555  -0.4834
C: -2.60855 1.82279 -1.64682  -0.1361
C: -2.27208 2.13243 -2.94440  -0.1293
C: -1.59078 1.19661 -3.75052  -0.1528
C: -1.22489 -0.01682 -3.22409  -0.1291
C: -1.56245 -0.37399 -1.88982  -0.2760
H: -2.19990 -2.33104 0.28213  0.0693
H: -3.62742 -2.11540 1.26519  0.0401
H: -4.12161 -3.35912 -0.85897  0.0635
H: -3.53522 -1.99913 -1.79805  0.0405
H: -5.17261 -3.74497 1.05008  0.0882
H: -6.45558 -4.75489 2.88338  0.0963
H: -8.80373 -4.07916 3.28517  0.0906
H: -9.85503 -2.37382 1.82654  0.0932
H: -8.54135 -1.31952 0.02000  0.0949
H: -7.59595 -4.08536 -1.45001  0.0886
H: -8.13265 -5.45344 -3.42818  0.0915
H: -7.15700 -4.89450 -5.63248  0.0891
H: -5.61810 -2.96170 -5.83584  0.0954
H: -5.10381 -1.57710 -3.86240  0.0990
H: -4.94924 1.78511 -0.68571  0.0799
H: -7.11290 2.54491 0.17543  0.0923
H: -7.97905 1.68120 2.33374  0.0855
H: -6.61124 0.06492 3.63056  0.0922
H: -4.39960 -0.61674 2.80839  0.0914
H: -3.05820 2.57991 -1.01871  0.0806
H: -2.50394 3.11705 -3.33569  0.0828
H: -1.32428 1.45006 -4.77169  0.0775
H: -0.67829 -0.73134 -3.83094  0.0870
H: -1.46150 -1.41323 -1.60786  0.0688
Br: 1.97304 7.67342 -0.85209  0.6544
C: 0.51064 6.84128 0.05218  -0.6691
C: -0.43247 7.64572 0.66629  -0.2381
N: -1.48390 7.13379 1.30259  0.0462
C: -1.60610 5.80046 1.32631  -0.0871
C: -0.69562 4.92472 0.74850  -0.0965
C: 0.39723 5.46521 0.08940  -0.0548
C: -0.89064 3.39602 0.80833  -0.6557
O: -2.03483 3.02835 1.12041  -0.0459
O: 0.12668 2.74503 0.46641  -0.0733
H: -0.34382 8.72673 0.64689  0.0843
H: -2.47635 5.39326 1.82621  0.1107
H: 1.11355 4.79500 -0.36782  0.1161

Its relative energy (zero: lowest compared OMol25 entry of this formula, charge and spin) is 25.6 kcal/mol. Its charge is -2. The LUMO energy is 3.90 eV.



No. 2
Formula: C39H31BrCl3F4NOPPb
Source: the Open Molecules 2025 dataset
Level of theory: wB97M-V/def2-TZVPD

Each line ends with the Löwdin charge.
Cartesian coordinates (Å):
Pb: -0.16285 0.07415 0.06109  1.2259
C: 3.24646 0.32359 2.64498  -0.0406
C: 2.44408 1.20375 1.73772  -0.3096
C: 1.29537 1.85209 2.18217  -0.0787
C: 0.60714 2.74600 1.35797  -0.3422
C: -0.57428 3.50007 1.88200  -0.0288
C: 1.08798 2.97449 0.06896  -0.0799
C: 2.23055 2.32746 -0.40139  -0.3255
C: 2.78025 2.63266 -1.75671  -0.0408
C: 2.88516 1.43429 0.43789  -0.0657
H: 4.18939 0.81707 2.87863  0.0955
H: 3.48619 -0.62177 2.16124  0.0834
H: 2.72843 0.12978 3.58007  0.0741
H: 0.95701 1.70512 3.19752  0.1247
H: -0.23630 4.42054 2.35740  0.0965
H: -1.11133 2.91787 2.62656  0.0797
H: -1.25774 3.77057 1.08168  0.0859
H: 0.59582 3.70060 -0.56078  0.1261
H: 3.42008 3.51284 -1.69935  0.0982
H: 1.98579 2.84277 -2.46694  0.0779
H: 3.38106 1.80722 -2.12915  0.0605
H: 3.78312 0.94477 0.08893  0.1238
Cl: -6.00507 1.82675 -4.38784  0.6989
C: -4.94227 1.33328 -3.12611  -0.6885
C: -3.58008 1.55612 -3.24431  -0.1273
C: -2.74688 1.12115 -2.23164  -0.5634
Cl: -1.02920 1.36763 -2.39282  0.7027
C: -3.19698 0.45024 -1.08456  -0.5025
O: -2.41055 0.00726 -0.14483  -0.3569
C: -4.59419 0.25201 -1.02134  -0.5908
Cl: -5.20612 -0.60086 0.33951  0.7395
C: -5.45338 0.68226 -2.01109  -0.1233
H: -3.17637 2.06401 -4.10343  0.1100
H: -6.51406 0.50996 -1.92447  0.1113
F: 3.25761 -5.60731 -4.31522  0.1592
C: 2.46292 -4.94374 -3.49018  -0.1189
C: 1.44504 -5.60485 -2.80605  -0.1190
F: 1.27675 -6.91024 -2.97305  0.1503
C: 0.61342 -4.89063 -1.94949  -0.2017
F: -0.35558 -5.54229 -1.30779  0.1164
C: 0.76558 -3.52266 -1.73078  -0.2950
P: -0.44164 -2.63189 -0.63682  1.0235
C: -0.38009 -3.62576 0.88521  -0.3738
C: -1.52081 -3.77302 1.67039  -0.1054
C: -1.44789 -4.47454 2.86027  -0.0676
C: -0.23678 -4.98338 3.30108  -0.0703
C: 0.91422 -4.76753 2.55981  -0.0641
C: 0.84466 -4.09534 1.35351  -0.0920
C: -2.01431 -3.00120 -1.47869  -0.3413
C: -2.87383 -4.03553 -1.12291  -0.0857
C: -4.09116 -4.15809 -1.76946  -0.0536
C: -4.45877 -3.25372 -2.75282  -0.0530
C: -3.58359 -2.25230 -3.14012  -0.0598
C: -2.35990 -2.13273 -2.51252  -0.1014
C: 1.80024 -2.88644 -2.41233  -0.5628
Br: 2.17193 -1.04672 -2.18374  0.8484
C: 2.63582 -3.57877 -3.28292  -0.2548
F: 3.60656 -2.92815 -3.91405  0.0904
H: -2.45675 -3.33585 1.35371  0.1112
H: -2.34356 -4.62371 3.44417  0.1152
H: -0.18587 -5.53797 4.22539  0.1130
H: 1.86730 -5.12437 2.91886  0.1123
H: 1.74189 -3.94415 0.76766  0.1126
H: -2.60114 -4.74665 -0.35736  0.0989
H: -4.75732 -4.96090 -1.49285  0.1124
H: -5.42395 -3.32922 -3.22729  0.1131
H: -3.86232 -1.55818 -3.91737  0.1149
H: -1.67015 -1.35388 -2.80334  0.0845
C: -2.33374 -2.31250 5.98631  -0.0268
C: -1.77886 -1.71386 4.74204  -0.2552
C: -0.44706 -1.86553 4.35811  -0.0099
C: -0.02500 -1.34986 3.14815  -0.1429
N: -0.83434 -0.70007 2.31259  -0.0622
C: -2.10096 -0.52033 2.68746  -0.1253
C: -2.60507 -0.99899 3.87739  0.0071
H: -1.58474 -2.87439 6.53742  0.0851
H: -3.15802 -2.97600 5.72621  0.0918
H: -2.74354 -1.53491 6.62904  0.0952
H: 0.24674 -2.39942 4.98952  0.1234
H: 0.99768 -1.47922 2.82422  0.1068
H: -2.73505 -0.00696 1.98121  0.0802
H: -3.64273 -0.83469 4.12439  0.1265

Its relative energy (zero: lowest compared OMol25 entry of this formula, charge and spin) is 0.0 kcal/mol. Its charge is +1. The LUMO energy is -2.41 eV.



No. 3
Formula: C39H31IN6O4ReS2
Source: the Open Molecules 2025 dataset
Level of theory: wB97M-V/def2-TZVPD

Each line ends with the Löwdin charge.
Cartesian coordinates (Å):
Re: 0.52280 -0.93223 -0.00771  1.6837
C: -2.00989 -2.24584 -3.80270  0.0017
C: -2.43365 -2.60155 -2.42186  -0.2430
N: -3.30459 -3.54497 -2.22369  0.1464
C: -3.76266 -3.86476 -1.02698  -0.0439
C: -3.39356 -3.15758 0.10721  -0.1167
C: -3.78650 -3.62044 1.48437  -0.2000
O: -2.70282 -4.21602 2.15055  -0.0267
C: -2.45382 -2.11998 -0.03433  -0.0871
C: -2.18904 -1.19315 1.03049  -0.0363
N: -1.16317 -0.41986 1.13637  -0.1109
C: -1.30167 0.63017 2.07922  -0.3438
C: -1.44870 0.36378 3.43795  -0.0159
C: -1.77801 1.38341 4.31545  -0.0387
C: -1.95916 2.67675 3.84932  -0.0486
C: -1.79289 2.95732 2.50292  -0.1283
C: -1.46741 1.93713 1.62809  -0.5965
I: -1.37409 2.33566 -0.44699  1.0378
C: -1.85322 -1.89368 -1.31194  -0.2748
O: -0.85497 -1.11405 -1.50224  -0.2032
H: -1.58389 -3.10823 -4.31086  0.0913
H: -2.88363 -1.93647 -4.37189  0.0982
H: -1.28975 -1.43335 -3.76980  0.0686
H: -4.43368 -4.70776 -0.97754  0.1308
H: -4.16912 -2.76721 2.07010  0.1235
H: -4.57329 -4.37546 1.42361  0.1361
H: -1.88363 -3.73358 1.97058  0.0429
H: -3.00849 -1.05230 1.73734  0.1650
H: -1.30758 -0.65001 3.78490  0.0982
H: -1.91398 1.15572 5.36104  0.1196
H: -2.25257 3.47002 4.51870  0.1198
H: -1.93998 3.95974 2.13332  0.1033
O: 0.15082 -2.25256 3.51995  -0.2374
S: 0.88586 -2.61903 2.35120  0.6979
O: 0.05334 -3.05071 1.21587  -0.3477
N: 1.61030 -1.30553 1.63875  -0.2407
C: 2.52854 -0.39860 2.06653  -0.2548
C: 3.31842 -0.44024 3.20813  0.0320
C: 4.27709 0.55395 3.41764  -0.0266
C: 4.47838 1.56934 2.51158  0.0120
C: 3.68997 1.65462 1.34427  -0.1278
C: 3.82962 2.65863 0.36270  0.0558
C: 3.00022 2.64723 -0.73490  -0.0017
C: 2.03691 1.64492 -0.86227  -0.1503
N: 1.87009 0.68499 0.04132  -0.0515
C: 2.68778 0.67643 1.13816  -0.1351
C: 2.06493 -3.89718 2.73927  -0.2828
C: 3.33262 -3.87168 2.18444  -0.0809
C: 4.22186 -4.89108 2.49299  -0.0409
C: 3.82954 -5.93249 3.32112  -0.0312
C: 2.55933 -5.94051 3.87668  -0.0271
C: 1.67134 -4.91270 3.59421  -0.0308
H: 3.18868 -1.24187 3.91851  0.1264
H: 4.88553 0.50956 4.30705  0.1248
H: 5.23363 2.32038 2.68133  0.1299
H: 4.58650 3.41925 0.48232  0.1382
H: 3.06525 3.40802 -1.49848  0.1277
H: 1.37536 1.63292 -1.71856  0.0809
H: 3.63019 -3.06014 1.53484  0.1073
H: 5.22167 -4.86013 2.08831  0.1190
H: 4.51090 -6.74160 3.54032  0.1234
H: 2.26751 -6.74375 4.53392  0.1244
H: 0.68903 -4.88778 4.03683  0.1275
S: 3.75027 -4.56039 -4.51691  1.0835
C: 2.99412 -3.49195 -3.37203  -0.4866
C: 2.61934 -2.16846 -3.63182  -0.0190
C: 2.04435 -1.42532 -2.62731  -0.0960
N: 1.81430 -1.89236 -1.38969  -0.1176
C: 2.18300 -3.15651 -1.13606  -0.1039
C: 2.76528 -3.97293 -2.07421  -0.0464
C: 3.35211 -3.75267 -6.08164  -0.5143
C: 2.19128 -4.14031 -6.73380  -0.0673
C: 1.88593 -3.50763 -7.93429  -0.1173
N: 2.66558 -2.58356 -8.44548  0.0775
C: 3.78785 -2.24170 -7.85635  -0.1200
C: 4.19132 -2.80744 -6.64986  -0.0743
H: 2.78694 -1.71811 -4.59691  0.1151
H: 1.75919 -0.40058 -2.81776  0.1114
H: 1.97862 -3.53139 -0.14252  0.0854
H: 3.03592 -4.98452 -1.82229  0.1201
H: 1.55164 -4.91129 -6.33525  0.1091
H: 0.99100 -3.75354 -8.48848  0.1179
H: 4.38701 -1.49243 -8.35303  0.1172
H: 5.12325 -2.52131 -6.18944  0.1128

Its relative energy (zero: lowest compared OMol25 entry of this formula, charge and spin) is 33.9 kcal/mol. Its charge is +2. The LUMO energy (alpha / beta) is -7.90 / -7.37 eV. Its spin multiplicity is 2.